Formula: C56H130N10
Source: the OMol25 dataset
Level of theory: ωB97M-V/def2-TZVPD

Computed properties:
- relative energy (zero: lowest compared OMol25 entry of this formula, charge and spin) (kJ/mol) = 67.95
- max |F| (Eh/bohr) = 0.0524
- E_LUMO (eV) = 0.53
- SMILES = c1cc[nH]c1.c1cc[nH]c1.CCN(CC)CC.CCN(CC)CC.CCN(CC)CC.CCN(CC)CC.CCN(CC)CC.CCN(CC)CC.CCN(CC)CC.CCN(CC)CC
- highest occupied orbital energy (hartree) = -0.2935
- calculated total energy (Ha) = -2758.98844
- gap between HOMO and LUMO (eV) = 8.512
- multiplicity = 1

Last column: Löwdin charge in e.
Element x y z (Å)
C (1.1257, -37.3244, -12.8541)  -0.100
C (0.0227, -36.5246, -12.4159)  -0.115
C (0.2341, -36.1648, -11.1124)  -0.141
N (1.4217, -36.7353, -10.7387)  0.000
C (1.9186, -37.5210, -11.7374)  -0.140
H (1.2921, -37.6576, -13.8636)  0.086
H (-0.7503, -36.1618, -13.0747)  0.088
H (-0.2612, -35.4040, -10.5358)  0.093
H (1.9160, -36.4632, -9.9091)  0.130
H (2.9087, -37.9334, -11.6355)  0.103
C (-5.9458, -29.9331, -1.6903)  -0.115
C (-5.7544, -30.5408, -2.9321)  -0.132
C (-4.7835, -29.8301, -3.5569)  -0.167
N (-4.3573, -28.8130, -2.7719)  0.019
C (-5.0864, -28.8484, -1.5764)  -0.103
H (-6.6483, -30.2530, -0.9353)  0.093
H (-6.2997, -31.3596, -3.3703)  0.084
H (-4.4316, -29.9383, -4.5703)  0.099
H (-3.6726, -28.1279, -3.0249)  0.141
H (-4.9341, -28.0896, -0.8312)  0.098
C (-2.4390, -31.9878, -5.0831)  -0.078
C (-2.3463, -33.5022, -5.2654)  -0.253
N (-2.2251, -34.0369, -6.6187)  -0.182
C (-2.2109, -35.4820, -6.6918)  -0.243
C (-1.4686, -35.9351, -7.9755)  -0.093
C (-3.1876, -33.4478, -7.5559)  -0.245
C (-4.6621, -33.6007, -7.1886)  -0.057
H (-2.5153, -31.7370, -4.0240)  0.061
H (-3.2521, -31.4781, -5.5929)  0.050
H (-1.4602, -31.6075, -5.3853)  0.060
H (-1.5034, -33.8767, -4.6733)  0.108
H (-3.1672, -34.0465, -4.7648)  0.092
H (-1.6743, -35.9695, -5.8781)  0.107
H (-3.2247, -35.8951, -6.7900)  0.103
H (-0.5483, -35.3611, -8.0842)  0.064
H (-1.2335, -36.9992, -7.8935)  0.039
H (-2.0637, -35.8404, -8.8835)  0.061
H (-2.9812, -33.8619, -8.5486)  0.104
H (-2.8867, -32.4152, -7.7554)  0.108
H (-4.7372, -33.1091, -6.2147)  0.064
H (-5.0132, -34.6205, -7.0494)  0.054
H (-5.1892, -33.0516, -7.9667)  0.059
C (1.9994, -27.8145, -11.0419)  -0.091
C (0.8836, -28.4609, -10.2321)  -0.264
N (1.2553, -29.6879, -9.5307)  -0.189
C (1.9153, -30.6456, -10.4144)  -0.250
C (1.1228, -31.1241, -11.6575)  -0.084
C (0.1638, -30.3549, -8.8308)  -0.268
C (0.6145, -31.4101, -7.8292)  -0.086
H (1.8915, -26.7354, -11.1081)  0.069
H (2.1159, -28.1443, -12.0794)  0.069
H (2.9421, -28.1481, -10.6005)  0.073
H (0.5851, -27.7163, -9.4907)  0.110
H (-0.0238, -28.6983, -10.8060)  0.111
H (2.2508, -31.5424, -9.8967)  0.103
H (2.8205, -30.2109, -10.8486)  0.096
H (1.7842, -31.8079, -12.1861)  0.073
H (0.7438, -30.3633, -12.3465)  0.063
H (0.1594, -31.5580, -11.3713)  0.057
H (-0.4134, -29.5929, -8.3048)  0.116
H (-0.5413, -30.8860, -9.4873)  0.101
H (1.4216, -30.9634, -7.2343)  0.080
H (-0.1712, -31.5744, -7.0927)  0.038
H (1.0003, -32.3771, -8.1452)  0.064
C (-8.0164, -33.7927, -9.3035)  -0.083
C (-7.9342, -32.3394, -8.7624)  -0.248
N (-9.2109, -32.0267, -8.1180)  -0.196
C (-10.0045, -31.0576, -8.8886)  -0.264
C (-10.7162, -31.6908, -10.0690)  -0.093
C (-9.0801, -31.5881, -6.6991)  -0.235
C (-8.6441, -32.7463, -5.8105)  -0.080
H (-8.5963, -34.4214, -8.6281)  0.061
H (-7.0179, -34.1977, -9.4891)  0.061
H (-8.5945, -33.8188, -10.2256)  0.055
H (-7.1019, -32.1465, -8.0851)  0.084
H (-7.7301, -31.7765, -9.6805)  0.113
H (-10.7686, -30.6140, -8.2500)  0.106
H (-9.3655, -30.2360, -9.2397)  0.112
H (-10.1283, -32.2917, -10.7629)  0.057
H (-11.6106, -32.2373, -9.7671)  0.074
H (-11.1048, -30.9382, -10.7685)  0.071
H (-10.0725, -31.2335, -6.4387)  0.106
H (-8.3037, -30.8132, -6.7115)  0.114
H (-8.1755, -32.3937, -4.8954)  0.055
H (-7.9556, -33.3911, -6.3635)  0.053
H (-9.5147, -33.3866, -5.6545)  0.078
C (-6.2316, -40.8522, -5.1681)  -0.081
C (-4.7528, -41.2402, -5.4415)  -0.217
N (-4.3599, -41.4941, -6.8343)  -0.177
C (-3.8930, -40.2900, -7.5554)  -0.226
C (-2.6662, -39.6374, -6.9647)  -0.073
C (-5.3126, -42.2281, -7.6289)  -0.284
C (-4.6918, -43.0406, -8.7473)  -0.080
H (-6.4063, -40.9921, -4.0978)  0.077
H (-6.9414, -41.4816, -5.6982)  0.057
H (-6.4098, -39.7908, -5.3442)  0.046
H (-4.1494, -40.4547, -4.9883)  0.075
H (-4.4307, -42.1347, -4.9066)  0.113
H (-3.7585, -40.5939, -8.5943)  0.105
H (-4.7463, -39.6090, -7.6699)  0.089
H (-2.2092, -38.9313, -7.6652)  0.065
H (-2.7889, -39.2939, -5.9394)  0.041
H (-1.7901, -40.2994, -6.8950)  0.062
H (-6.1440, -41.6011, -7.9953)  0.092
H (-5.8420, -42.8908, -6.9321)  0.116
H (-4.3044, -43.9957, -8.3799)  0.072
H (-3.8587, -42.5383, -9.2336)  0.063
H (-5.4224, -43.3742, -9.4881)  0.072
C (-7.5417, -37.0931, -3.4110)  -0.072
C (-6.6146, -36.3464, -4.4055)  -0.222
N (-5.4609, -35.6789, -3.7519)  -0.179
C (-4.6535, -36.6496, -3.0111)  -0.250
C (-4.0342, -37.7380, -3.8967)  -0.070
C (-5.8983, -34.6251, -2.8343)  -0.261
C (-4.7921, -33.7102, -2.3270)  -0.083
H (-8.4081, -37.4690, -3.9649)  0.059
H (-8.0364, -36.3712, -2.7584)  0.067
H (-7.0687, -37.8980, -2.8601)  0.066
H (-6.1248, -37.0432, -5.0821)  0.071
H (-7.2128, -35.6220, -4.9560)  0.104
H (-3.7673, -36.1092, -2.6739)  0.100
H (-5.2224, -36.9997, -2.1428)  0.112
H (-3.2828, -38.2570, -3.2973)  0.074
H (-4.7080, -38.5030, -4.2848)  0.042
H (-3.5262, -37.2687, -4.7404)  0.060
H (-6.3290, -35.1381, -1.9592)  0.106
H (-6.6631, -33.9925, -3.2894)  0.107
H (-4.5403, -33.0211, -3.1360)  0.045
H (-3.9415, -34.2344, -1.9012)  0.065
H (-5.2059, -33.0230, -1.5853)  0.070
C (2.2057, -41.8192, -5.7202)  -0.089
C (1.4496, -40.6573, -6.3092)  -0.278
N (1.1512, -39.5849, -5.3786)  -0.180
C (0.1446, -39.9403, -4.3894)  -0.259
C (0.0214, -38.9582, -3.2369)  -0.092
C (0.8492, -38.2783, -5.9844)  -0.242
C (1.6792, -37.8825, -7.2047)  -0.085
H (1.7756, -42.2509, -4.8114)  0.060
H (3.1994, -41.4955, -5.4085)  0.079
H (2.2244, -42.6339, -6.4449)  0.076
H (2.0720, -40.3465, -7.1513)  0.097
H (0.5081, -40.9113, -6.8328)  0.115
H (0.4275, -40.8870, -3.9280)  0.106
H (-0.8498, -40.0332, -4.8534)  0.098
H (-0.3452, -37.9915, -3.5852)  0.056
H (0.9627, -38.7508, -2.7244)  0.079
H (-0.6364, -39.4500, -2.5193)  0.073
H (-0.2344, -38.2176, -6.1715)  0.091
H (1.0862, -37.5424, -5.2138)  0.109
H (1.3541, -36.9103, -7.5787)  0.047
H (2.6856, -37.6990, -6.8197)  0.084
H (1.6826, -38.5900, -8.0286)  0.061
C (-0.6238, -30.8773, 1.8024)  -0.078
C (-0.6911, -30.9612, 0.2799)  -0.265
N (0.5847, -31.2275, -0.3970)  -0.209
C (0.3539, -31.5586, -1.8029)  -0.254
C (0.3946, -33.0895, -1.9696)  -0.078
C (1.6311, -30.2227, -0.2283)  -0.250
C (2.9828, -30.9412, 0.0594)  -0.089
H (-1.6294, -31.0149, 2.2029)  0.069
H (-0.2365, -29.8874, 2.0324)  0.062
H (-0.0890, -31.7381, 2.1991)  0.078
H (-1.3787, -31.7704, 0.0092)  0.109
H (-1.1510, -30.1176, -0.2615)  0.111
H (-0.5612, -31.0358, -2.1217)  0.101
H (1.1013, -31.1102, -2.4606)  0.108
H (1.3032, -33.4228, -1.4635)  0.068
H (-0.4801, -33.6639, -1.6808)  0.062
H (0.7092, -33.3832, -2.9811)  0.060
H (1.4727, -29.5346, 0.6022)  0.102
H (1.8543, -29.6194, -1.1144)  0.102
H (2.8325, -31.6176, 0.9015)  0.067
H (3.6769, -30.2212, 0.5135)  0.062
H (3.4747, -31.3595, -0.8136)  0.064
C (-9.2848, -39.1789, -6.5518)  -0.084
C (-8.5276, -39.8172, -7.7085)  -0.249
N (-8.4352, -38.9137, -8.8602)  -0.163
C (-7.9033, -37.6094, -8.5916)  -0.272
C (-6.4689, -37.4356, -8.0563)  -0.067
C (-7.6746, -39.5807, -9.9272)  -0.258
C (-7.8845, -38.9335, -11.3036)  -0.085
H (-9.0657, -39.7012, -5.6198)  0.067
H (-10.3463, -38.9824, -6.7109)  0.079
H (-8.9337, -38.1554, -6.3732)  0.047
H (-7.5213, -40.0339, -7.3361)  0.067
H (-9.0434, -40.7433, -7.9611)  0.120
H (-7.9350, -36.9659, -9.4813)  0.096
H (-8.5656, -36.9268, -8.0478)  0.103
H (-5.6676, -37.8367, -8.6808)  0.061
H (-6.1146, -36.4040, -7.9808)  0.055
H (-6.4229, -37.8959, -7.0665)  0.044
H (-8.0244, -40.6068, -10.0378)  0.113
H (-6.5979, -39.5534, -9.7205)  0.098
H (-7.5196, -37.9104, -11.3373)  0.059
H (-8.9541, -38.8872, -11.5267)  0.076
H (-7.4732, -39.6117, -12.0516)  0.071

---

Formula: C6H5N2O4PtS3
Source: the OMol25 dataset
Level of theory: ωB97M-V/def2-TZVPD

Computed properties:
- relative energy (zero: lowest compared OMol25 entry of this formula, charge and spin) (kJ/mol) = 92.07
- max |F| (Eh/bohr) = 0.0329
- E_LUMO (alpha / beta) (eV) = 5.10 / 5.10
- total charge = -2
- ⟨S²⟩ = 0.754
- highest occupied orbital energy (alpha / beta) (hartree) = -0.0028 / -0.0446
- calculated total energy (Ha) = -1956.00405
- gap between HOMO and LUMO (alpha / beta) (eV) = 5.179 / 6.311
- multiplicity = 2

Last column: natural (NBO) charge in e.
Element x y z (Å)
Pt (0.2226, 0.0933, 0.4914)  0.215
O (0.3670, 3.7153, -0.9512)  -0.573
N (0.5060, 2.9992, -2.0036)  0.064
C (-0.0905, 3.4274, -3.1498)  -0.032
C (0.0161, 2.7574, -4.3423)  -0.275
C (0.7578, 1.5845, -4.3894)  -0.236
C (1.3483, 1.1446, -3.2236)  -0.229
C (1.2359, 1.8261, -2.0101)  0.027
S (2.0184, 1.2565, -0.5617)  -0.327
H (-0.6467, 4.3420, -3.0128)  0.207
H (-0.4904, 3.1536, -5.2129)  0.199
H (0.8534, 1.0165, -5.3053)  0.200
H (1.9046, 0.2186, -3.1892)  0.238
N (-1.8276, -1.4446, 2.1551)  -0.726
C (-1.1577, -0.6774, 1.5667)  0.147
H (-1.6919, -2.5589, 1.6364)  0.462
O (-1.3260, -3.4949, 1.0531)  -0.979
S (-1.0727, -3.2821, -0.4288)  2.230
O (-2.2271, -2.6423, -1.0319)  -1.006
O (-0.6697, -4.5417, -1.0285)  -1.012
S (0.5781, -2.0293, -0.6021)  -0.595

---

Formula: C6H8N2S
Source: the OMol25 dataset
Level of theory: ωB97M-V/def2-TZVPD

Computed properties:
- relative energy (zero: lowest compared OMol25 entry of this formula, charge and spin) (kJ/mol) = 538.34
- max |F| (Eh/bohr) = 0.0770
- E_LUMO (alpha / beta) (eV) = -0.57 / -0.57
- highest occupied orbital energy (alpha / beta) (hartree) = -0.3433 / -0.3432
- calculated total energy (Ha) = -740.92006
- gap between HOMO and LUMO (alpha / beta) (eV) = 8.767 / 8.767
- multiplicity = 1

Last column: natural (NBO) charge in e.
Element x y z (Å)
C (-2.5733, 0.3525, 0.0993)  -0.172
C (-1.8744, -0.8247, 0.0504)  -0.221
C (-1.7694, 1.5283, -0.0110)  -0.198
C (-0.5343, -0.9965, 0.0214)  -0.194
C (-0.3970, 1.3925, -0.1249)  -0.195
C (0.2956, 0.1674, -0.0138)  -0.238
N (2.7440, -0.8107, 1.0451)  -1.083
N (2.6062, 1.3449, -0.5594)  -1.054
S (2.1073, -0.0810, -0.1761)  1.610
H (-3.6377, 0.3815, 0.1252)  0.219
H (-2.4693, -1.6402, 0.1166)  0.206
H (-2.2915, 2.4484, -0.3454)  0.222
H (-0.0450, -1.9190, -0.0341)  0.216
H (0.1138, 2.2523, -0.0563)  0.226
H (2.3891, -1.7897, 1.2502)  0.388
H (3.6021, 1.2519, -0.7671)  0.373
H (1.8290, -1.2274, -1.7205)  -0.107